No. 1
The following is a DFT calculation (the ωB97M-V functional and the def2-TZVPD basis) of a 6-piece molecular cluster, C37H67BrN2O6S8 overall at a distorted geometry.

ORCA input file:
```
! RIJCOSX wB97M-V def2-TZVPD def2/J DEFGRID3
* xyz 0 1
C -0.76 2.93 2.69
C -1.58 3.42 1.49
C -1.80 2.33 0.43
C -1.28 2.72 -0.95
N -0.86 1.53 -1.73
C 0.59 1.32 -1.54
C 1.07 -0.01 -2.10
C 0.60 -1.16 -1.23
C 1.08 -2.54 -1.74
C 2.00 -3.25 -0.79
C 3.27 -3.69 -1.19
C 3.80 -3.54 -2.60
C 4.14 -2.07 -2.97
C 5.58 -1.95 -3.43
O 3.29 -1.57 -4.01
C 4.12 -4.28 -0.26
C 3.74 -4.45 1.06
C 2.48 -4.03 1.46
C 1.60 -3.45 0.54
N 0.30 -3.05 0.94
C -0.38 -3.87 1.87
C -1.76 -4.05 1.78
Br -2.73 -3.19 0.39
C -2.45 -4.85 2.66
C -1.77 -5.50 3.68
C -0.40 -5.32 3.81
C 0.28 -4.51 2.92
S 2.00 -4.22 3.15
C -1.13 1.73 -3.12
S -0.55 2.95 -4.01
S -2.24 0.51 -3.77
C -1.31 -0.07 -5.23
C -1.19 -1.60 -5.25
C -1.48 -2.17 -6.64
H -0.91 3.56 3.56
H 0.30 2.91 2.44
H -1.07 1.92 2.95
H -2.53 3.80 1.85
H -1.08 4.28 1.04
H -2.88 2.17 0.34
H -1.37 1.38 0.74
H -0.45 3.43 -0.83
H -2.06 3.25 -1.49
H 1.16 2.18 -1.91
H 0.73 1.31 -0.46
H 2.16 0.04 -2.14
H 0.69 -0.13 -3.12
H -0.49 -1.13 -1.20
H 0.94 -0.97 -0.21
H 0.21 -3.19 -1.92
H 1.56 -2.39 -2.70
H 3.12 -3.97 -3.34
H 4.71 -4.14 -2.64
H 3.96 -1.47 -2.08
H 5.79 -2.69 -4.20
H 6.28 -2.09 -2.61
H 5.73 -0.96 -3.86
H 3.10 -2.30 -4.61
H 5.11 -4.61 -0.57
H 4.39 -4.90 1.80
H -0.27 -3.01 0.11
H -3.52 -4.96 2.55
H -2.30 -6.12 4.39
H 0.14 -5.81 4.60
H -1.84 0.27 -6.12
H -0.34 0.42 -5.24
H -0.17 -1.89 -4.98
H -1.86 -2.05 -4.52
H -0.90 -1.63 -7.39
H -2.53 -2.00 -6.89
H -1.26 -3.23 -6.70
C 1.12 6.31 -1.06
S 2.42 5.17 -0.56
O 1.76 4.08 0.20
C 3.19 6.25 0.65
H 0.50 5.79 -1.79
H 0.52 6.58 -0.19
H 1.57 7.19 -1.51
H 2.45 6.53 1.41
H 3.58 7.14 0.15
H 4.01 5.70 1.11
C 3.96 -4.59 7.14
S 2.36 -4.71 7.96
O 1.33 -4.57 6.91
C 2.47 -3.14 8.81
H 4.07 -5.47 6.51
H 3.98 -3.69 6.53
H 4.75 -4.57 7.89
H 2.59 -2.34 8.08
H 3.30 -3.15 9.52
H 1.53 -2.99 9.35
C -5.08 3.99 -1.78
S -4.23 5.43 -2.41
O -3.47 6.02 -1.27
C -5.69 6.45 -2.63
H -4.32 3.25 -1.53
H -5.65 4.25 -0.89
H -5.74 3.59 -2.55
H -6.21 6.55 -1.68
H -6.34 5.98 -3.37
H -5.37 7.42 -2.99
C 5.16 -1.01 1.90
S 4.24 -0.46 0.46
O 5.25 -0.20 -0.60
C 3.76 1.14 1.12
H 5.58 -1.99 1.67
H 5.96 -0.30 2.11
H 4.48 -1.09 2.75
H 4.66 1.70 1.38
H 3.13 0.99 1.99
H 3.20 1.66 0.34
C -7.21 1.23 0.58
S -8.45 2.45 0.13
O -7.84 3.79 0.38
C -9.56 2.12 1.50
H -6.40 1.30 -0.13
H -6.85 1.43 1.59
H -7.65 0.23 0.53
H -9.03 2.27 2.44
H -9.93 1.10 1.42
H -10.39 2.82 1.43
*
```

Output
Kohn-Sham gap ... 7.4329 eV

Mulliken atomic charge list, values in e, 99 entries: -1.357, -0.128, -0.262, -0.046, 0.387, -1.586, 0.148, 0.100, -1.136, 0.875, 1.102, -1.426, 2.101, -1.866, -0.551, -1.208, -0.978, 1.105, -0.914, 0.028, 0.261, 0.053, -0.230, -0.574, -0.724, -0.719, 0.695, -0.322, 0.378, -0.180, -0.155, -0.821, 0.348, -1.551, 0.393, 0.187, 0.392, 0.494, 0.051, 0.112, 0.309, -0.153, -0.152, 0.381, 0.312, 0.127, -0.229, 0.474, 0.599, 0.500, 0.023, 0.357, 0.496, -1.136, 0.410, 0.341, 0.398, 0.377, 0.346, 0.450, -0.151, 0.396, 0.380, 0.392, 0.638, 0.334, -0.245, 0.315, 0.359, 0.359, 0.417, -0.942, 0.443, -0.418, -1.064, 0.209, 0.294, 0.495, 0.299, 0.424, 0.329, -0.858, 0.421, -0.509, -0.959, 0.282, 0.230, 0.406, 0.300, 0.379, 0.312, -0.636, 0.569, -0.633, -1.020, 0.014, 0.250, 0.453, 0.288


No. 2
The following is a DFT calculation (the ωB97M-V functional and the def2-TZVPD basis) of a 5-piece molecular cluster, H10O5 overall.

ORCA input file:
```
! RIJCOSX wB97M-V def2-TZVPD def2/J DEFGRID3
* xyz 0 1
O -0.59 -0.13 0.11
H -1.21 -0.37 0.81
H 0.27 -0.30 0.50
O 3.46 -0.05 -3.22
H 4.17 0.21 -2.62
H 3.11 -0.86 -2.82
O -1.18 -3.74 0.82
H -1.02 -3.45 -0.08
H -1.86 -4.42 0.73
O -4.42 3.38 2.48
H -5.27 3.26 2.04
H -3.78 3.05 1.84
O 2.68 0.96 0.14
H 2.10 1.20 -0.59
H 3.55 1.27 -0.13
*
```

Output
Kohn-Sham gap ... 12.0013 eV
SMILES string ... O.O.O.O.O

Calculated atomic charges, method Mulliken, unit e: -0.651, 0.320, 0.325, -0.637, 0.308, 0.326, -0.640, 0.328, 0.316, -0.641, 0.321, 0.320, -0.619, 0.342, 0.281


No. 3
The following is a DFT calculation (the ωB97M-V functional and the def2-TZVPD basis) of C3H3MgO2 as an isolated structure at a distorted geometry.

ORCA input file:
```
! RIJCOSX wB97M-V def2-TZVPD def2/J DEFGRID3
* xyz 1 1
C 1.56 -0.37 -0.21
C 1.76 -1.06 -1.33
H 2.77 -1.25 -1.71
H 2.38 -0.04 0.43
H 0.93 -1.46 -1.91
O -0.03 0.45 1.37
C 0.21 0.07 0.18
O -0.78 0.02 -0.63
Mg -1.95 0.72 0.84
*
```

Output
Kohn-Sham gap ... 7.0423 eV

Calculated atomic charges, method Mulliken, unit e: -0.235, -0.544, 0.273, 0.338, 0.225, -0.812, 1.452, -0.812, 1.116